No. 1
Formula: C54H54ClMoN4O8PS2
Source: OMol25
Level of theory: ωB97M-V/def2-TZVPD

Results
Calculated total energy, Eh: -4577.259103
HOMO energy (spin up / spin down), eV: -7.54 / -7.52
Spin multiplicity: 3
HOMO-LUMO gap (spin up / spin down), eV: 6.03 / 5.87

Positions of all 125 atoms, in Å:
Mo  -0.09491  0.40313  0.45611
Cl  1.77312  2.26288  0.23739
S  1.83716  -0.95266  -0.02927
S  4.33592  -0.81980  -2.20949
P  2.37237  -1.09748  -2.03705
O  1.82281  -2.45534  -2.62545
O  3.30590  0.79984  2.74779
O  -2.92577  -3.96956  -7.08816
O  1.49416  4.68228  8.32279
O  -3.55404  -1.04907  2.69502
O  -1.33471  8.68659  -2.72265
O  2.18840  -7.36441  4.17123
O  1.40475  -0.04918  -2.72546
N  -1.29759  0.88571  -1.20947
N  -0.94312  2.09831  1.38838
N  -1.04712  -1.43719  0.20836
N  0.10133  -0.23857  2.51751
C  -2.88336  -3.33846  -5.82764
C  -0.20073  3.78175  6.94364
C  -0.73093  2.52069  2.69695
C  0.40277  -3.96807  2.75596
C  0.24472  -6.02496  3.92763
C  2.60572  1.85461  -3.68044
C  3.58237  -7.45841  4.23222
C  0.31815  2.61768  4.92753
C  1.67702  -4.26918  2.42615
C  -2.51241  9.29563  -3.18355
C  -1.54374  -3.23898  -5.38390
C  -1.76827  -3.37876  -0.91880
C  -0.16806  -2.64124  2.23824
C  0.32690  0.55131  3.56181
C  1.98210  -0.14943  -5.04960
C  -0.91202  -2.53520  0.99782
C  -1.54439  2.19544  -1.56431
C  -4.19189  -4.06040  -7.57362
C  -1.62571  0.12741  -2.30235
C  1.15161  4.05116  7.17473
C  -2.15579  0.96860  -3.31377
C  -0.31486  -4.91010  3.47706
C  -3.61094  -1.96186  -3.95833
C  1.58303  0.74820  -3.91685
C  1.55704  -6.35828  3.55650
C  -2.34636  -2.01038  -3.39421
C  -0.07227  1.86352  3.68721
C  -0.37333  5.55440  -1.13522
C  -2.54797  6.55087  -2.47316
C  2.45303  -3.74529  -2.39059
C  1.59449  3.08299  4.99777
C  1.34380  -4.58397  -1.72973
C  -0.63616  2.97795  5.85648
C  -1.47868  4.71232  -1.32213
C  -3.90550  -2.65958  -5.13249
C  -1.62115  -1.97333  -0.97898
C  -1.43992  3.31585  -0.67158
C  0.27917  -1.54194  2.86891
C  -1.48322  4.29151  1.56919
C  2.00522  3.75983  6.13977
C  2.83366  4.62581  8.77857
C  -1.81551  -1.22890  -2.14884
C  2.26110  -5.47943  2.77975
C  -1.20241  3.86758  2.85237
C  -1.42501  -3.68976  0.34474
C  -0.33062  6.91822  -1.58830
C  0.74523  -0.22127  4.72863
C  -1.99987  2.25618  -2.89115
C  -1.31521  -2.67234  -4.12273
C  0.85037  -1.52182  4.33558
C  -2.60498  5.25209  -1.98226
C  2.94072  -4.45853  -3.63488
C  -1.43179  7.40377  -2.30465
C  -1.29041  3.25140  0.67994
H  3.31009  3.65047  8.97053
H  -0.91198  4.20835  7.64550
H  3.31280  -3.56591  -1.80111
H  1.57697  -5.66167  -1.73693
H  1.83958  0.41660  -6.01713
H  1.21886  -2.36405  4.90139
H  -2.80249  8.79287  -4.17003
H  -4.37725  -1.41525  -3.44392
H  4.00636  -7.86112  3.33224
H  2.43836  2.58510  -4.46044
H  0.54953  7.56093  -1.41929
H  2.20760  -3.56581  1.78219
H  3.43335  -0.14538  2.56482
H  4.09961  -6.51840  4.40304
H  -0.37246  -6.62471  4.68012
H  2.51798  2.28504  -2.71509
H  -2.19964  -3.96480  -1.73925
H  0.46089  -4.40535  -2.35731
H  3.65198  1.46520  -3.74105
H  2.80758  5.22436  9.69786
H  3.27900  -5.67556  2.59696
H  3.01977  -0.47482  -5.02523
H  -2.31304  3.17167  -3.40425
H  3.10391  1.23800  1.88678
H  -0.30396  -2.60100  -3.69177
H  0.59133  1.16610  -4.06062
H  -1.20410  4.40709  3.75698
H  -3.36864  9.19228  -2.54511
H  -1.86321  5.26864  1.21405
H  -2.30413  10.38500  -3.35660
H  -3.62192  -0.82620  1.76462
H  0.42284  5.21155  -0.47362
H  -2.54594  0.57006  -4.22894
H  -1.47142  -4.63295  0.90895
H  3.72911  -8.18156  5.04102
H  -0.78815  -3.88669  -5.86805
H  3.04738  3.97696  6.21875
H  1.34917  -1.03934  -5.08306
H  0.91761  0.14480  5.67816
H  -4.61496  -3.07266  -7.77919
H  -4.88672  -2.65213  -5.51009
H  2.27154  2.81154  4.17938
H  -2.55331  -1.05327  2.82325
H  -3.45966  7.00086  -2.88917
H  3.74026  -3.83634  -4.06364
H  -4.92826  -4.58672  -7.02279
H  -4.10773  -4.57459  -8.51141
H  2.14049  -4.54687  -4.41769
H  -1.33848  -4.64177  3.65820
H  3.27613  -5.42039  -3.47737
H  -1.69034  2.67799  5.88970
H  -3.54914  4.71724  -2.00458
H  3.45880  5.16657  8.09370
H  1.10469  -4.20238  -0.73214

Atomic forces in eV per Å
0.126 0.520 0.455
-0.839 -0.627 0.017
0.405 -0.467 -0.083
-1.397 -0.557 -0.044
1.627 1.658 0.454
0.008 -0.707 -0.866
-0.079 0.068 -0.355
0.328 0.653 3.033
-0.282 -0.609 0.290
2.135 -0.025 0.366
-0.231 0.132 0.375
-1.126 -0.980 0.446
-0.218 -0.434 0.725
0.684 1.496 -0.039
0.504 -0.400 0.095
-0.989 -0.811 -0.501
-0.441 -0.029 -1.702
1.794 0.709 -0.822
-0.656 -0.528 -0.049
-0.898 0.756 -1.202
-1.609 0.974 -0.911
-0.417 -3.264 2.080
0.730 -0.974 -0.831
0.150 -0.492 0.373
-1.799 -0.705 -1.543
1.453 0.232 -1.380
-0.059 0.312 -2.528
-0.595 -1.097 1.694
-1.115 0.471 -0.184
0.009 -0.901 -1.158
-0.225 -0.335 1.819
-0.528 0.338 -1.843
0.731 -0.917 0.923
0.813 0.236 1.341
-1.252 0.697 -2.272
-1.147 0.336 1.092
-0.923 0.083 -0.815
0.780 -0.391 -0.383
-1.369 2.477 -0.896
0.502 -0.432 0.495
1.070 -0.104 0.457
0.384 0.928 0.905
1.981 0.400 -0.197
0.740 -0.283 0.690
0.040 1.505 0.149
-0.604 1.098 -0.132
-1.397 -1.246 0.136
0.894 -0.143 0.299
0.272 0.423 -0.178
0.411 1.345 2.348
-0.336 -0.105 0.450
1.455 -0.639 -0.535
0.949 1.808 -1.156
-0.268 0.767 -2.171
1.752 0.768 3.780
-0.633 2.459 1.944
1.168 -0.464 -0.380
0.138 0.909 0.463
-1.304 -1.971 -1.153
-0.635 0.672 0.102
0.101 0.048 -2.652
0.488 -1.435 1.676
-0.226 -1.752 -0.026
0.235 -2.209 -2.489
-0.920 0.593 -0.764
-0.056 0.596 -0.244
-1.017 1.151 -1.996
0.917 0.166 0.496
-1.230 3.282 -2.051
0.483 -1.170 0.733
0.170 -2.190 -0.292
-0.793 -0.018 -0.187
-0.034 -0.382 0.069
0.783 0.086 1.060
-0.042 0.469 0.214
0.132 -0.607 0.863
-0.324 -0.090 -0.081
0.264 0.898 1.009
-0.423 0.153 0.053
0.129 -0.376 -0.688
0.154 0.429 -0.118
-0.613 -0.466 -0.013
0.156 -0.126 0.278
-0.077 0.559 -0.206
-0.192 0.274 0.428
1.257 0.436 -1.310
-0.397 0.556 0.893
0.314 0.179 0.667
0.054 -0.297 0.169
-0.903 0.234 -0.133
0.152 -0.403 -0.104
0.994 -0.076 -0.533
0.078 0.106 0.311
0.277 -0.587 0.224
0.107 -0.584 0.547
-0.439 -0.285 -0.366
-0.102 0.062 -0.126
-0.102 0.513 0.670
-0.255 -0.073 0.772
0.391 -0.686 0.587
-0.086 -1.157 0.156
-0.158 0.059 -0.279
0.055 -0.091 -0.449
-0.101 0.191 -0.317
0.091 0.350 -0.754
0.407 0.338 -0.133
-0.388 0.895 0.086
0.559 0.294 0.088
-0.059 0.086 -0.075
0.442 0.866 1.610
-0.016 0.154 -0.069
-1.083 0.017 -0.363
-0.013 0.264 0.493
-1.903 -0.012 -0.096
0.422 -0.444 0.036
-0.087 -0.380 -0.099
-0.416 -0.752 1.253
-0.052 -0.224 -0.632
0.465 0.222 0.686
-0.419 -0.227 0.505
0.865 -1.983 0.835
0.508 0.054 -0.592
0.168 -0.066 -0.197
0.543 0.251 -0.457
0.102 -0.281 -0.066

No. 2
Formula: C20H58O16
Source: OMol25
Level of theory: ωB97M-V/def2-TZVPD

Results
SMILES: CC(C)O.CC(C)O.OCCO.OCCO.OCCO.OCCO.OCCO.OCCO.OCCO
Calculated total energy, Eh: -2000.391834
HOMO energy, eV: -9.59
Energy above the lowest of the compared OMol25 structures with the same formula, charge and spin, kcal/mol: 80.5
HOMO-LUMO gap, eV: 9.78

Positions of all 94 atoms, in Å:
O  -19.25996  8.00368  -6.99047
O  -14.81226  13.34539  -13.65514
O  -14.81974  11.83802  -7.63841
O  -18.22171  11.29237  -9.56757
O  -14.06959  8.18699  -3.21833
O  -10.65188  14.51916  -9.03091
O  -11.86969  14.45307  -6.22646
O  -13.20955  11.50026  -10.79622
O  -16.53628  9.19673  -2.55444
O  -14.18043  7.20096  -0.35946
O  -15.61651  16.03607  -6.04022
O  -16.12083  5.58638  -10.38385
O  -18.94463  11.80837  -6.39193
O  -17.84719  14.26945  -5.17366
O  -14.01522  5.30660  -8.37189
O  -22.93985  8.82173  -6.70805
C  -21.57707  8.91298  -6.39841
C  -20.63553  7.90419  -7.25650
C  -12.07097  14.43287  -8.71477
C  -15.48792  6.67389  -9.84707
C  -14.74407  10.42317  -7.53134
C  -14.95140  6.35211  -8.39029
C  -13.38522  12.25391  -12.03946
C  -12.39076  15.11941  -7.43813
C  -17.47674  10.12294  -3.03398
C  -16.64114  14.41330  -4.63376
C  -19.21215  12.53366  -7.62467
C  -16.11300  9.71855  -7.60959
C  -19.37829  11.51538  -8.86487
C  -14.08499  10.16189  -6.12095
C  -15.60844  14.66761  -5.70059
C  -14.74390  12.67636  -12.30865
C  -13.91467  8.56536  -0.72757
C  -17.18180  11.47790  -2.32889
C  -13.27304  8.61157  -2.14985
C  -18.90208  9.41853  -2.96667
H  -16.54931  9.81991  -8.60330
H  -13.47399  15.02893  -7.35744
H  -20.88922  6.85394  -7.11256
H  -16.05192  8.65358  -7.38552
H  -14.85182  9.11385  -0.63274
H  -15.35301  11.77291  -12.27925
H  -19.74749  10.08231  -3.14768
H  -16.91438  10.13725  -7.00084
H  -14.60235  14.51743  -5.30903
H  -18.47068  13.30891  -7.81783
H  -17.54790  11.25878  -8.88460
H  -13.93745  12.15488  -7.84523
H  -16.38572  16.13950  -6.60522
H  -13.38329  6.70883  -0.56918
H  -15.16602  13.37214  -11.58354
H  -12.48183  7.86236  -2.17767
H  -18.47440  12.43382  -5.83579
H  -15.73384  14.01576  -6.56515
H  -14.55628  10.44174  -5.17879
H  -12.80296  13.17325  -11.97719
H  -19.04217  8.92023  -2.00741
H  -18.95935  8.91390  -7.04261
H  -12.06115  16.15570  -7.36357
H  -14.51323  7.31066  -8.11225
H  -19.03805  8.72599  -3.79734
H  -16.31994  13.46983  -4.19240
H  -15.86042  6.23965  -7.79941
H  -12.93044  9.63961  -2.26754
H  -16.14206  7.53507  -9.71077
H  -14.95322  8.50732  -3.02288
H  -16.75117  15.25847  -3.95430
H  -21.32897  8.96641  -5.33837
H  -20.76734  8.15378  -8.30932
H  -10.56841  13.86707  -9.73048
H  -17.26857  10.21465  -4.09997
H  -12.40048  14.66738  -5.45579
H  -18.01130  12.14103  -2.57443
H  -20.14233  12.97245  -7.26365
H  -16.22734  11.86089  -2.69003
H  -13.44749  10.62428  -11.10869
H  -14.05709  10.10355  -8.31493
H  -12.61159  15.09222  -9.39381
H  -15.50008  4.89723  -10.63151
H  -23.40047  7.98176  -6.77030
H  -21.27547  9.93592  -6.62365
H  -14.60886  6.82066  -10.47462
H  -20.07171  11.83226  -9.64388
H  -16.87083  8.83875  -1.72890
H  -19.75419  10.57404  -8.46402
H  -12.45212  13.41722  -8.82092
H  -13.06862  10.51708  -5.95085
H  -15.70775  13.67204  -13.76914
H  -12.81528  11.73172  -12.80796
H  -13.96101  9.08767  -5.98392
H  -17.13888  11.45243  -1.24003
H  -18.41915  14.79429  -4.60886
H  -14.41983  4.46485  -8.59403
H  -13.20545  9.06503  -0.06770

Atomic forces in eV per Å
0.418 -0.179 0.759
0.581 -1.145 1.727
-1.159 0.524 -0.604
1.653 0.114 -0.085
-0.225 0.066 0.028
-1.348 -0.548 0.175
0.283 -0.200 -1.225
-0.649 0.703 -1.303
0.559 -0.740 0.118
-0.092 0.824 0.239
-0.277 0.405 -0.854
-2.017 -1.353 -0.649
1.031 -0.755 -0.877
-4.260 -0.226 -1.586
0.232 0.302 0.256
-0.590 0.891 -0.213
1.589 -0.853 -0.916
-0.932 1.383 0.481
1.378 1.225 -0.272
2.252 -0.476 1.959
0.626 0.215 2.836
-1.082 1.212 -2.073
3.395 0.855 1.052
-0.292 -1.087 2.702
-1.044 -0.192 0.134
3.544 -0.460 0.818
-1.349 -1.283 0.071
-0.019 0.592 -0.762
-1.203 1.185 1.469
0.492 -1.580 -0.261
0.744 0.770 0.720
-2.557 0.340 -2.053
0.404 -0.947 -1.068
-1.218 -0.510 -0.597
-0.603 -0.265 0.928
0.547 1.239 -0.224
0.412 -0.366 -0.361
-0.213 0.585 -0.126
-0.217 0.101 0.178
0.183 0.148 0.062
-0.009 -0.081 -0.283
-0.558 0.029 -0.319
0.130 0.512 0.395
0.436 0.310 0.706
-0.049 -0.417 0.169
0.126 -0.138 -0.128
0.625 -0.085 -0.293
0.064 0.018 -0.017
-0.076 0.448 -0.138
0.022 -0.181 0.004
0.380 -0.068 0.274
0.714 0.515 0.403
0.164 0.210 0.324
-0.162 -0.182 -0.007
-0.995 0.472 -0.502
0.315 0.096 0.560
-0.047 -0.051 -0.003
-0.140 0.260 -0.048
-0.077 0.014 -0.587
0.662 -0.384 0.503
0.616 -0.398 0.196
-0.031 0.021 0.833
0.145 -0.607 0.477
0.455 0.106 -0.302
-0.143 -0.091 -0.637
-0.615 0.107 -0.352
1.244 -0.153 0.494
-0.291 -1.169 0.461
-0.542 -0.048 -0.152
0.547 0.010 -0.158
0.137 0.302 -0.032
-0.155 0.257 -0.225
0.203 0.447 -0.141
-0.419 0.624 -1.460
-0.132 0.026 -0.033
0.027 -0.442 0.585
-0.140 -0.574 -0.020
-0.187 -0.224 -0.661
0.161 0.225 0.011
0.872 -0.384 0.342
-0.101 0.119 -0.816
0.163 1.050 0.031
-0.468 0.452 0.535
0.039 -0.178 0.151
-0.282 -0.120 0.321
0.076 -0.063 0.268
0.154 0.459 -0.802
-0.086 -0.042 0.107
-0.834 -0.309 -0.515
-0.057 -0.319 -0.087
-0.034 -0.478 0.033
-0.679 -0.316 -0.494
-0.326 0.067 0.095
0.188 -0.164 0.329

Which of these has the lowest calculated total energy? C54H54ClMoN4O8PS2

Which of these has the lowest calculated total energy? C54H54ClMoN4O8PS2

Which of these has the highest calculated total energy? C20H58O16